(1)
Below is a molecular structure, C29H36FHfN10O5Si, with properties calculated with ωB97M-V/def2-TZVPD.

Properties
**Net charge**: +1
**Energy relative to the best compared isomer or geometry (same formula, charge and spin)**: 0.797 eV
**Orbital gap**: 7.329 eV
**F_max**: 2.38 eV Å⁻¹
**LUMO energy**: -3.0 eV
**HOMO level**: -0.37786 Eh

Last column: Mulliken charge in e.
Element x y z (Å)
Hf1 -1.2610 0.5339 -1.1697  1.952
C1 3.3821 1.9008 5.0731  -0.465
O1 3.9008 0.6171 4.7795  -0.448
C2 3.0106 -0.4059 4.6932  0.881
C3 3.5550 -1.6746 4.5244  -0.799
C4 2.7236 -2.7730 4.4559  -0.062
C5 1.3404 -2.6261 4.4881  -0.377
C6 0.7999 -1.3628 4.6766  -0.499
C7 1.6297 -0.2514 4.7935  -0.225
N1 0.5921 -3.8694 4.4714  -0.366
N2 -0.4680 -4.0191 3.8420  -0.575
C8 -0.9533 -3.0010 2.9366  0.213
C9 -2.2444 -2.5861 3.0422  -0.437
C10 -2.7899 -1.6306 2.1538  -0.537
C11 -2.0312 -1.1205 1.1436  -0.036
O2 -2.4710 -0.2355 0.2395  -0.724
C12 -0.7205 -1.6165 0.9628  -0.427
N3 -0.0667 -1.1776 -0.1630  0.707
C13 1.1207 -1.6748 -0.4284  -0.283
C14 1.7466 -2.6257 0.3883  -1.560
C15 1.1078 -3.0664 1.5125  -0.530
C16 -0.1703 -2.5621 1.8366  0.971
H1 4.2330 2.5736 5.1147  0.280
H2 2.8661 1.9104 6.0359  0.385
H3 2.6915 2.2305 4.2905  -0.076
H4 4.6321 -1.7785 4.4890  0.475
H5 3.1370 -3.7719 4.3738  0.473
H6 -0.2674 -1.2351 4.7865  0.497
H7 1.1900 0.7162 4.9899  0.435
H8 -2.8528 -2.9898 3.8432  0.466
H9 -3.8163 -1.3005 2.2559  0.572
H10 1.5989 -1.3299 -1.3350  0.451
H11 2.7170 -3.0111 0.1086  0.474
H12 1.5668 -3.8232 2.1362  0.693
C17 1.9134 4.2872 1.9092  -1.215
N4 0.9022 3.2373 1.8251  0.191
C18 -0.2414 3.2895 2.7331  -1.168
C19 0.8301 2.3801 0.7803  -0.145
N5 -0.0838 1.4825 0.6301  -0.174
N6 1.8454 2.4950 -0.1614  0.023
C20 1.9229 1.8314 -1.3754  0.241
N7 3.0523 2.1183 -2.0670  -0.409
N8 0.9934 1.0551 -1.8003  -0.007
H13 1.9067 4.6906 2.9167  0.363
H14 1.7256 5.1090 1.2135  0.376
H15 2.9175 3.8906 1.7529  0.430
H16 -0.0301 4.0141 3.5138  0.325
H17 -0.4027 2.3230 3.2150  0.356
H18 -1.1533 3.5867 2.2123  0.423
H19 -0.7561 1.5067 1.3883  0.058
H20 2.5255 3.2156 -0.0106  0.243
H21 3.8164 2.6279 -1.6621  0.164
H22 3.2053 1.6945 -2.9646  0.218
H23 1.1942 0.6845 -2.7247  0.131
C21 -0.6017 -2.9985 -4.4758  -1.141
Si1 -1.7584 -1.9991 -3.4214  -0.230
C22 -1.9325 -2.9840 -1.8462  -0.909
C23 -3.4719 -1.9115 -4.1193  -1.086
N9 -1.1387 -0.3677 -3.0764  0.469
C24 -1.2096 0.5840 -4.1325  1.024
C25 -1.3409 0.2592 -5.4936  -0.451
C26 -1.4435 1.2149 -6.4930  -1.064
C27 -1.4132 2.5697 -6.1942  -0.549
C28 -1.2714 2.9465 -4.8695  -0.903
C29 -1.1681 1.9662 -3.9176  0.476
F1 -1.0403 2.4138 -2.6062  -0.300
H24 -0.9625 -4.0327 -4.4961  0.370
H25 0.4018 -3.0065 -4.0378  0.296
H26 -0.5106 -2.6651 -5.5113  0.402
H27 -2.5210 -3.8690 -2.1121  0.673
H28 -2.5001 -2.4635 -1.0675  0.136
H29 -0.9845 -3.3344 -1.4297  0.177
H30 -3.9108 -2.9135 -4.1134  0.435
H31 -3.5292 -1.5248 -5.1389  0.384
H32 -4.0875 -1.2665 -3.4843  0.304
H33 -1.3681 -0.7845 -5.7737  0.205
H34 -1.5559 0.8899 -7.5193  0.438
H35 -1.5013 3.3176 -6.9702  0.407
H36 -1.2485 3.9850 -4.5627  0.473
O3 -4.4980 2.2368 -0.5979  -0.598
N10 -3.4255 1.9016 -0.9336  0.905
O4 -3.1928 1.0503 -1.8919  -0.640
O5 -2.3273 2.3025 -0.3799  -0.626

(2)
Below is 5 unconnected molecules or ions with the total composition C3H15NO4, with properties calculated with ωB97M-V/def2-TZVPD.

Properties
**Energy relative to the best compared isomer or geometry (same formula, charge and spin)**: 2.994 eV
**Orbital gap**: 9.198 eV
**F_max**: 3.17 eV Å⁻¹
**LUMO energy**: 0.6 eV
**HOMO level**: -0.31597 Eh

Last column: Mulliken charge in e.
Element x y z (Å)
C1 -1.9842 1.5906 0.1998  -0.937
C2 -0.8866 1.0863 -0.7355  -0.517
C3 0.2397 1.8093 -0.7904  0.117
N1 1.2689 1.7120 -1.7362  -0.553
H1 -1.7469 2.5941 0.4656  0.324
H2 -2.9643 1.5335 -0.2695  0.337
H3 -2.0753 1.0842 1.1650  0.251
H4 -1.0724 0.2891 -1.4381  0.338
H5 0.3874 2.5984 -0.0696  0.244
H6 2.1584 1.9673 -1.3383  0.274
H7 1.3080 0.7447 -2.0502  0.199
H8 0.4840 -1.9396 -2.0711  0.441
H9 0.8977 -1.1293 -3.6108  0.291
O1 0.5856 -1.7614 -3.0033  -0.640
H10 1.0273 -2.1907 3.2963  0.349
H11 0.8174 -0.7410 4.0076  0.347
O2 0.5037 -1.6540 3.8973  -0.728
H12 0.8206 -2.8290 -0.7507  0.306
H13 0.2382 -1.3438 0.1742  0.464
O3 0.2520 -2.1334 -0.4009  -0.786
H14 -0.0635 -0.9384 2.4511  0.389
H15 -0.3369 0.0514 0.9516  0.223
O4 0.1412 -0.4006 1.6560  -0.734

(3)
Below is a molecular structure, C31H42B2F17HfN5O9S3, with properties calculated with ωB97M-V/def2-TZVPD.

Properties
**Net charge**: +2
**Orbital gap**: 2.982 eV
**F_max**: 9.78 eV Å⁻¹
**LUMO energy**: -8.9 eV
**HOMO level**: -0.43725 Eh

Last column: Mulliken charge in e.
Element x y z (Å)
C1 -2.4920 6.0069 -23.2970  -0.853
N1 -1.6285 5.5532 -24.4267  0.128
C2 -1.8632 4.3480 -25.0427  -0.492
C3 -1.3714 4.0618 -26.3246  -0.270
C4 -0.4070 4.9473 -26.8604  0.830
C5 0.0412 5.9889 -26.0391  -0.707
C6 -0.5319 6.2969 -24.7676  -0.601
C7 0.1184 4.7075 -28.2235  0.926
C8 0.5297 5.7434 -28.9988  -0.295
C9 1.0523 5.5069 -30.2502  -0.878
N2 1.2058 4.2142 -30.7546  0.277
C10 0.8940 3.1241 -30.0030  -0.587
C11 0.3372 3.3870 -28.6779  -0.644
C12 1.8093 3.9998 -32.1114  -0.858
H1 -3.0873 5.1970 -22.8753  0.345
H2 -3.0888 6.8585 -23.6236  0.325
H3 -1.7452 6.3513 -22.5817  0.356
H4 -2.6161 3.7079 -24.6070  0.441
H5 -1.7257 3.1755 -26.8298  0.565
H6 0.8241 6.6309 -26.4149  0.425
H7 -0.1165 7.0994 -24.1762  0.525
H8 0.3478 6.7782 -28.7488  0.711
H9 1.3716 6.2982 -30.9123  0.565
H10 1.1042 2.1648 -30.4525  0.288
H11 -0.0501 2.6513 -27.9886  0.115
H12 1.8504 4.9208 -32.6930  0.413
H13 1.2494 3.2267 -32.6376  0.370
H14 2.8723 3.8079 -31.9658  0.238
Hf1 6.4626 6.2679 -29.2995  2.135
C13 11.1990 -1.5059 -30.0379  -1.213
C14 10.7062 -1.2768 -28.5930  -0.326
C15 9.5230 -0.2189 -28.5801  -0.863
N3 8.6899 0.0145 -27.2322  0.606
C16 9.5510 0.5896 -26.1427  -0.816
C17 7.9848 -1.3319 -26.9613  -0.685
C18 6.6324 -0.9267 -26.3203  -0.968
C19 6.3881 0.5825 -26.4913  0.579
C20 7.5507 1.0048 -27.4773  -0.669
H15 10.5681 -2.2196 -30.5676  0.354
H16 12.1211 -2.0848 -30.0906  0.391
H17 11.1120 -0.5413 -30.5380  0.267
H18 11.5186 -0.9691 -27.9347  0.367
H19 10.2552 -2.1970 -28.2215  0.287
H20 8.7733 -0.5203 -29.3116  0.340
H21 9.7717 0.7885 -28.9137  0.507
H22 9.8598 1.5900 -26.4458  0.261
H23 10.4373 -0.0423 -26.0852  0.320
H24 8.9790 0.6293 -25.2157  0.364
H25 8.6924 -1.9382 -26.3958  0.496
H26 7.8101 -1.7554 -27.9503  0.353
H27 6.6706 -1.1615 -25.2565  0.331
H28 5.8163 -1.5416 -26.6998  0.433
H29 6.3280 1.0829 -25.5249  0.399
H30 5.4664 0.7513 -27.0481  -0.520
H31 7.8389 2.0553 -27.5162  0.423
H32 7.1856 0.8316 -28.4896  0.043
C21 6.5672 7.4037 -34.0611  0.496
F1 6.3571 8.5836 -33.5627  -0.189
F2 6.1157 7.4098 -35.3552  -0.182
F3 7.8541 7.1627 -34.0164  -0.169
S1 5.5430 6.0825 -33.0312  1.065
O1 4.1500 6.4346 -33.2821  -0.621
O2 6.0085 4.7782 -33.5943  -0.605
O3 5.9150 6.2998 -31.5705  -0.412
C22 8.3604 2.1616 -31.7563  0.623
F4 8.2216 2.5677 -33.0422  -0.155
F5 7.2150 1.6643 -31.2477  -0.128
F6 9.3994 1.2306 -31.6153  -0.166
S2 8.8709 3.6498 -30.5234  0.770
O4 9.9516 4.2897 -31.3015  -0.585
O5 7.7698 4.6220 -30.3022  -0.867
O6 9.2813 2.9860 -29.3020  -0.632
C23 5.7074 5.3534 -24.7269  0.416
F7 6.6404 6.2294 -24.5067  -0.175
F8 6.1273 4.1327 -25.1871  -0.117
F9 4.9704 5.2279 -23.6366  -0.176
S3 4.3978 6.0073 -26.0243  0.823
O7 5.0179 6.1586 -27.3110  -1.131
O8 3.3610 5.0294 -26.0521  -0.764
O9 4.0327 7.2542 -25.3146  -0.693
B1 4.9087 3.4103 -29.2624  0.731
F10 3.5530 3.4491 -29.1523  0.619
F11 5.6231 3.8558 -28.2259  -0.425
F12 5.2240 2.1286 -29.6365  -0.335
F13 5.2873 4.3907 -30.1873  -0.087
B2 3.9161 7.8086 -30.0510  0.414
F14 4.0397 6.4390 -29.7923  0.582
F15 5.1983 8.2008 -30.1679  -0.353
F16 3.2384 8.0179 -31.2070  -0.339
F17 3.3161 8.5936 -29.1230  -0.347
N4 1.9714 2.4319 -25.8630  0.508
C24 0.9264 2.1006 -25.0640  -0.599
C25 0.5813 0.8536 -25.3916  -1.064
C26 1.3399 0.4128 -26.5142  -0.898
C27 2.1875 1.4850 -26.8107  -0.147
H33 2.4265 3.3335 -25.8686  0.325
H34 0.6644 2.7789 -24.2655  0.668
H35 -0.1290 0.1725 -24.9465  0.459
H36 1.3751 -0.5162 -27.0640  0.526
H37 2.9398 1.6383 -27.5702  0.457
N5 2.7468 0.0254 -30.3062  0.323
C28 1.6886 -0.8116 -30.0208  -0.344
C29 0.8313 -0.9924 -31.1477  -0.644
C30 1.5568 -0.4854 -32.2631  -0.541
C31 2.6474 0.1672 -31.6759  -0.504
H38 3.4528 0.2796 -29.6302  0.124
H39 1.4690 -1.0656 -28.9943  0.186
H40 -0.1248 -1.4786 -31.2738  0.452
H41 1.3355 -0.5083 -33.3200  0.458
H42 3.3767 0.6408 -32.3164  0.516